# 1
A 12-piece molecular cluster, C33H69N9O9 overall at a distorted geometry. Source: the OMol25 dataset; level of theory: ωB97M-V/def2-TZVPD.

As for the frontier orbital gap: 0.33161 Eh. As for the spin multiplicity: 1. The calculation puts the energy above the lowest of the compared OMol25 structures with the same formula, charge and spin at 0.0 kcal per mole. The total energy comes out at -67178.1288 eV. The total charge is 0.

```
120
Properties=species:S:1:pos:R:3:forces:R:3:lowdin_charge:R:1
C -0.303790 2.248625 -0.491380 0.195 0.796 -0.614 -0.06
N 0.093985 0.871181 -0.395927 -0.478 -0.428 0.323 -0.14
C 0.540469 0.396202 0.906316 0.442 -0.011 -0.274 -0.02
C 0.192216 0.062434 -1.464716 0.252 -0.046 0.265 -0.33
O 0.726754 -1.043877 -1.432853 -0.294 0.117 -0.148 -0.03
H -0.910131 2.579130 0.347263 0.051 -0.210 0.078 0.06
H -0.851354 2.480205 -1.405600 -0.105 -0.378 0.010 0.06
H 0.570578 2.898118 -0.537710 -0.069 -0.016 0.211 0.04
H 0.065594 0.964491 1.694807 -0.127 0.155 -0.106 0.05
H 0.296168 -0.656578 1.033878 0.023 -0.007 -0.130 0.07
H 1.622380 0.535726 0.990076 -0.020 -0.120 0.197 0.09
H -0.234087 0.491063 -2.383283 0.071 0.022 -0.046 0.11
C 2.843653 -5.005052 0.020685 0.385 -0.243 -0.087 -0.05
N 2.491129 -4.240806 1.191478 0.032 0.165 0.129 -0.18
C 2.320767 -2.832088 0.987236 -0.297 1.265 -0.410 -0.06
C 2.586967 -4.738199 2.441514 -0.113 -0.049 0.082 -0.33
O 2.459719 -4.087601 3.461876 -0.018 -0.023 0.023 0.00
H 2.174603 -4.788160 -0.810959 -0.152 0.019 0.088 0.09
H 2.806000 -6.071623 0.239889 -0.049 0.019 0.017 0.09
H 3.862106 -4.763284 -0.306785 -0.063 -0.021 -0.024 0.09
H 1.582109 -2.628674 0.207825 0.024 -0.187 -0.029 0.06
H 2.005869 -2.280264 1.869612 -0.092 -0.533 0.322 0.09
H 3.228170 -2.309432 0.667089 0.178 -0.394 -0.031 0.07
H 2.763898 -5.825989 2.461672 0.033 -0.009 -0.061 0.14
C 5.804258 -1.696249 -0.411323 0.064 -0.438 0.821 -0.05
N 5.190133 -0.728452 -1.273802 0.325 0.149 -0.666 -0.18
C 4.205174 0.169697 -0.729191 -0.277 0.258 0.252 -0.06
C 5.549579 -0.667775 -2.584000 -0.240 0.278 0.397 -0.35
O 6.351292 -1.389069 -3.130093 0.103 -0.157 -0.150 0.02
H 6.098189 -1.240729 0.538943 -0.030 0.152 -0.085 0.10
H 6.691632 -2.136298 -0.853119 -0.025 0.141 -0.321 0.09
H 5.124222 -2.512664 -0.152947 -0.030 -0.008 -0.144 0.06
H 4.555902 0.586845 0.218291 -0.034 -0.128 0.057 0.09
H 4.037528 1.025512 -1.385056 0.094 -0.141 -0.209 0.08
H 3.237696 -0.318228 -0.580339 0.038 -0.029 0.063 0.06
H 5.021714 0.152418 -3.103047 0.036 -0.042 -0.082 0.12
C -0.261733 0.884866 4.145466 -0.991 0.317 -0.845 -0.07
N -0.570224 1.211083 5.513748 0.705 -0.573 0.385 -0.17
C -0.530105 0.102354 6.472698 -0.141 0.283 -0.084 -0.04
C -0.928540 2.456921 5.856452 -0.026 0.040 0.239 -0.36
O -1.017048 3.406392 5.099363 -0.112 0.065 -0.087 -0.01
H 0.598116 0.233865 3.995856 0.092 -0.029 0.457 0.10
H -0.104339 1.798815 3.574648 0.120 0.132 0.250 0.08
H -1.151525 0.411337 3.709803 0.300 -0.174 -0.156 0.07
H -0.076077 0.393954 7.419432 0.007 0.137 -0.046 0.09
H -1.516676 -0.315710 6.673780 -0.001 -0.022 -0.070 0.08
H 0.077909 -0.680631 6.030343 0.031 -0.089 0.119 0.08
H -1.148306 2.541546 6.936407 0.026 0.025 -0.031 0.14
C -2.340315 2.521887 -3.723728 -0.222 -0.549 -0.860 -0.04
N -1.238767 3.396523 -4.068275 0.180 0.208 0.662 -0.18
C -1.511135 4.805206 -4.179245 -0.399 0.587 0.087 -0.07
C -0.015953 2.906323 -4.319921 -0.068 -0.403 -0.693 -0.33
O 0.265499 1.717687 -4.385668 -0.030 0.239 0.418 0.00
H -2.673393 2.010235 -4.635158 -0.170 0.008 0.143 0.10
H -3.171105 3.095459 -3.326149 0.044 0.091 0.092 0.09
H -2.075367 1.734231 -3.022830 0.208 0.172 0.107 0.05
H -0.596812 5.390858 -4.252072 0.113 -0.165 -0.067 0.08
H -2.136926 5.035026 -5.048464 0.089 -0.112 -0.034 0.09
H -2.046109 5.166274 -3.297595 0.085 -0.109 0.033 0.06
H 0.713618 3.695747 -4.560513 0.082 0.006 0.135 0.14
C 1.950980 -1.637378 -7.042008 0.021 -0.178 -0.086 -0.04
N 1.633554 -1.261925 -5.690111 -0.004 -0.104 0.451 -0.19
C 2.584767 -0.471126 -4.937980 -0.049 0.125 -0.492 -0.06
C 0.558517 -1.783000 -5.060941 -0.216 0.611 0.258 -0.34
O -0.340624 -2.411141 -5.580266 -0.174 -0.449 -0.331 0.00
H 3.002982 -1.927332 -7.099025 -0.014 -0.013 -0.035 0.09
H 1.776898 -0.824403 -7.749355 -0.044 0.036 0.002 0.09
H 1.324913 -2.489205 -7.300500 0.016 0.063 -0.148 0.09
H 2.096632 -0.147198 -4.023879 0.278 -0.141 0.248 0.06
H 3.511523 -1.031537 -4.788522 -0.026 0.031 0.293 0.08
H 2.832855 0.438559 -5.491201 -0.049 -0.019 -0.049 0.09
H 0.518954 -1.535436 -3.985880 0.226 0.049 -0.012 0.11
C -0.550675 -4.723547 5.048220 -0.660 0.153 -0.364 -0.01
C -1.202817 -3.403793 5.371117 0.605 -0.019 -0.212 -0.49
C -1.587620 -2.547986 4.193417 -0.504 0.657 -0.208 -0.02
O -1.422388 -3.023024 6.496529 -0.060 -0.111 0.218 0.06
H 0.436861 -4.582200 4.606543 0.070 0.103 0.133 0.06
H -1.185561 -5.141767 4.257183 0.207 -0.342 0.110 0.09
H -0.522953 -5.376418 5.913944 0.084 -0.011 0.038 0.08
H -2.035035 -1.628562 4.570462 -0.060 -0.068 -0.076 0.06
H -2.329623 -3.038323 3.557909 0.001 -0.162 0.137 0.08
H -0.778022 -2.257743 3.519393 0.296 -0.291 0.224 0.08
C -3.457514 -2.505663 0.617637 -0.566 -0.638 -0.300 -0.01
C -2.618059 -3.753012 0.443684 0.073 0.220 0.011 -0.50
C -1.133127 -3.563714 0.338067 0.749 0.311 0.544 -0.02
O -3.128067 -4.848024 0.401622 0.021 -0.102 0.014 0.07
H -3.386450 -2.139274 1.639393 0.159 0.173 -0.017 0.05
H -4.486372 -2.820631 0.431969 -0.020 0.172 0.103 0.09
H -3.220674 -1.708035 -0.085321 0.283 0.048 0.161 0.05
H -0.754707 -2.929173 1.151409 -0.344 0.143 -0.060 0.06
H -0.860976 -3.024572 -0.573858 -0.041 -0.153 -0.079 0.07
H -0.563550 -4.485879 0.449220 -0.268 -0.192 -0.390 0.08
C -3.581784 1.897686 1.301725 -0.976 -0.932 -0.417 -0.01
C -3.822913 1.060137 2.549536 0.639 0.819 -0.007 -0.48
C -4.658205 1.684899 3.621400 -0.313 -0.138 0.821 -0.02
O -3.276185 -0.003638 2.713168 -0.004 -0.291 -0.091 0.04
H -3.489752 1.207609 0.457855 0.302 0.080 0.035 0.06
H -2.695270 2.520010 1.372816 -0.037 0.101 0.251 0.07
H -4.478472 2.483683 1.087743 0.239 0.339 0.110 0.08
H -5.686751 1.872036 3.309890 0.056 0.057 -0.204 0.09
H -4.226832 2.635562 3.945066 0.053 0.079 -0.258 0.09
H -4.685753 1.042590 4.504418 0.013 -0.073 -0.171 0.09
C -2.717285 7.135851 0.172147 0.553 -0.363 -0.236 -0.05
C -1.756274 6.127503 -0.301410 -0.341 0.217 0.348 -0.24
N -1.024697 5.332687 -0.684329 0.176 -0.083 -0.132 0.17
H -3.333271 7.400205 -0.684501 -0.171 0.209 0.185 0.08
H -2.166177 7.996029 0.545483 -0.068 0.105 -0.109 0.09
H -3.313692 6.735646 0.986690 -0.107 -0.090 -0.066 0.09
C -2.794996 -1.650666 -3.410120 0.119 0.628 0.507 -0.04
C -3.646121 -0.757462 -2.619552 0.062 -0.426 -0.445 -0.28
N -4.258605 -0.021407 -1.991674 -0.226 0.340 0.266 0.14
H -2.847361 -2.665271 -3.028119 0.025 -0.077 -0.035 0.09
H -1.793127 -1.241744 -3.259824 0.150 -0.401 -0.293 0.06
H -3.048190 -1.615528 -4.463755 0.001 -0.040 -0.058 0.09
C 2.595731 4.524580 -0.814543 0.059 0.101 -0.162 -0.07
C 2.427531 3.980727 0.518862 0.157 -0.066 0.454 -0.30
N 2.340179 3.512809 1.563831 -0.053 0.014 -0.075 0.16
H 3.515128 5.105207 -0.860585 0.057 -0.062 -0.037 0.09
H 1.762939 5.174515 -1.075039 -0.118 -0.089 0.005 0.06
H 2.649797 3.687406 -1.510744 0.014 0.134 -0.147 0.08
```
Forces are in eV/Å.


# 2
A single C5H4S molecule at a distorted geometry. Source: the OMol25 dataset; level of theory: ωB97M-V/def2-TZVPD.

As for the frontier orbital gap: 0.27190 Eh. As for the spin multiplicity: 1. The calculation puts the energy above the lowest of the compared OMol25 structures with the same formula, charge and spin at 16.6 kcal per mole. The total energy comes out at -16082.6094 eV. The total charge is 0.

```
10
Properties=species:S:1:pos:R:3:forces:R:3:lowdin_charge:R:1
S 2.823840 -0.028982 -0.091962 -2.189 -0.169 0.118 0.70
C 1.159629 -0.003001 0.007038 2.184 -2.779 0.698 -0.73
C 0.147094 -1.268566 0.090559 2.270 2.046 -0.870 -0.05
C -1.040863 -0.701596 -0.154372 0.619 -1.253 1.117 -0.09
C -0.949722 0.760999 -0.041376 -0.221 0.189 -0.276 -0.06
C 0.318581 1.128900 0.037686 -0.239 2.558 0.092 -0.19
H 0.535440 -2.298222 0.204746 -0.631 0.841 -0.322 0.11
H -1.874385 -1.340755 -0.229641 -1.345 -0.070 -0.180 0.09
H -1.672682 1.548327 0.026631 -0.955 -0.371 -0.206 0.11
H 0.553068 2.202897 0.150689 0.507 -0.992 -0.172 0.12
```
Forces are in eV/Å.


# 3
C20H27NO3S as an isolated structure at a distorted geometry. Source: the OMol25 dataset; level of theory: ωB97M-V/def2-TZVPD.

As for the frontier orbital gap: 0.31585 Eh. As for the spin multiplicity: 1. The total energy comes out at -39629.6860 eV. The total charge is 0.

```
52
Properties=species:S:1:pos:R:3:forces:R:3:lowdin_charge:R:1
C 3.072747 3.303221 -1.167682 0.693 -1.690 -5.557 -0.12
H 3.273637 2.640322 -2.119481 -0.803 1.383 0.766 0.11
H 2.247084 3.942855 -1.356172 -1.254 -0.046 0.202 0.06
H 3.898287 3.982987 -1.282622 0.860 0.041 1.038 0.08
C 3.069768 2.325379 -0.105814 -3.845 6.064 6.267 -0.25
N 1.906885 1.427749 0.137350 1.445 0.967 -1.331 0.03
C 0.670864 1.950694 0.534125 4.076 6.974 -5.093 -0.28
O 0.641350 3.283821 0.525195 -0.281 -5.086 1.569 -0.01
C -0.583713 1.349268 0.157845 1.289 0.145 8.492 -0.26
C -1.050398 1.088548 -1.018104 -1.583 2.595 -7.627 -0.04
C -2.413704 0.788228 -1.112420 2.018 -0.687 1.089 -0.05
C -3.160756 0.347835 -0.092585 1.801 -2.774 4.261 -0.29
C -2.513596 0.291117 1.156557 0.421 4.406 6.120 0.00
C -1.251923 1.113455 1.428800 -8.809 -5.235 -14.119 0.10
H -0.865849 1.209932 2.239325 4.463 1.352 9.676 0.01
H -3.206976 0.199631 2.258041 2.026 -0.488 -3.625 0.19
S -4.627922 -0.686931 -0.100248 -1.798 8.992 -5.591 0.57
O -5.259325 -0.247336 -1.353751 0.918 -2.180 -0.139 -0.32
O -5.339358 -0.150136 0.960098 -2.022 -0.301 4.713 -0.28
C -4.273973 -2.249712 -0.043635 -3.306 -3.760 0.118 -0.16
H -5.214303 -2.859835 -0.341242 1.275 1.011 1.339 0.16
H -3.719603 -2.389940 -0.855164 2.966 -0.862 -3.338 0.04
H -3.753597 -2.414670 0.827829 0.854 -1.169 2.090 0.07
H -2.882322 0.486461 -1.918950 -1.685 -0.345 -5.145 0.07
H -0.533739 1.592083 -2.130338 -1.193 -2.023 3.781 0.23
C 2.436177 0.116370 0.024410 -4.154 -5.287 3.626 -0.31
C 1.175938 -1.059018 -0.016264 -0.727 8.588 2.507 -0.11
H 0.574570 -0.581282 0.834746 0.624 -1.925 -0.169 0.13
H 0.482188 -0.719648 -0.789762 0.538 -0.881 -0.738 0.11
C 1.683418 -2.366357 0.016784 -2.744 -2.654 -4.337 -0.31
C 2.512890 -2.444196 -1.348869 -1.479 -7.848 0.494 -0.11
C 3.663231 -1.630764 -1.377787 3.942 0.427 5.483 -0.32
C 4.557957 -1.848201 0.018904 -4.375 -4.173 -1.033 -0.07
C 3.640412 -1.816637 1.220502 1.483 4.333 5.767 -0.25
C 2.436056 -2.704082 1.197908 0.548 10.120 -5.235 -0.13
H 2.854911 -3.470978 1.205271 5.204 -13.100 0.065 0.02
H 1.880995 -2.504437 1.915593 -4.790 1.266 7.127 0.07
C 3.165215 -0.224447 1.563918 1.109 -1.837 -6.972 0.05
H 4.007603 0.463459 1.413701 0.044 -0.312 1.254 0.09
H 2.417737 0.030570 2.270973 -0.348 -0.125 0.887 0.09
H 4.339654 -1.970753 2.298610 -1.795 -0.373 -3.102 0.20
H 5.250159 -1.145674 0.270957 2.659 1.597 -0.389 0.08
H 4.804561 -2.955706 -0.000971 0.918 1.357 -0.184 0.13
C 3.152678 -0.299629 -1.195701 4.090 6.709 -1.539 -0.18
H 3.961798 0.564116 -1.321024 -0.237 -1.995 0.359 0.15
H 2.750880 -0.018979 -2.119643 -2.347 0.540 -1.237 0.11
H 4.397442 -1.859255 -2.100346 0.245 0.380 -1.506 0.14
H 2.978682 -3.737101 -1.293950 -1.565 3.534 -0.706 0.21
H 1.937545 -2.276684 -2.301264 0.056 -0.548 1.124 0.14
H 0.639293 -2.914505 -0.037665 2.283 -0.270 -0.222 0.19
H 4.031597 2.056751 0.114777 1.917 -2.020 0.452 0.07
H 2.927614 3.233121 0.834627 0.376 -2.787 -1.732 0.20
```
Forces are in eV/Å.


> Among the records above, which one has the highest total energy?

C5H4S